Below is a gas-phase ion, C3H3N2O (charge +1), with properties calculated with the ωB97M-V functional and the def2-TZVPD basis.

Each line ends with the natural charge from an NBO analysis.
Atoms and positions in Å:
O1 -2.201 0.742 0.352  -0.223
N1 0.355 -0.143 -0.760  -0.328
N2 1.039 0.618 -0.028  -0.076
C1 1.787 1.491 0.210  0.212
C2 -0.657 -1.101 -0.210  -0.430
C3 -1.666 -0.183 0.121  0.900
H1 2.682 2.127 0.622  0.325
H2 -0.957 -1.663 -1.030  0.308
H3 -0.381 -1.889 0.724  0.313

Forces on atoms 1 to 3 (eV/Å):
O -2.32 2.88 0.79
N -1.30 -1.78 -0.92
N 1.85 2.19 0.74

Its LUMO energy is -0.191 hartree. The calculation puts the gap between HOMO and LUMO at 8.88 eV. As for the net charge: +1.

---

Below is a gas-phase ion, C3H3N2O (charge +1), with properties calculated with the ωB97M-V functional and the def2-TZVPD basis.

Each line ends with the natural charge from an NBO analysis.
Atoms and positions in Å:
O1 1.820 0.063 0.034  0.023
N1 1.152 -1.257 0.091  0.031
N2 1.188 1.083 0.032  0.159
C1 -0.918 0.063 -0.011  0.011
C2 -0.130 1.237 0.089  -0.051
C3 -0.098 -1.182 0.052  0.004
H1 -0.505 2.288 -0.009  0.290
H2 -1.899 -0.227 -0.254  0.276
H3 -0.609 -2.067 -0.024  0.257

Forces on atoms 1 to 3 (eV/Å):
O 0.14 -4.30 0.19
N 2.73 0.65 0.06
N -0.25 4.30 0.19

Its LUMO energy is -0.292 hartree. The calculation puts the gap between HOMO and LUMO at 8.85 eV. As for the net charge: +1.

---

Below is a gas-phase ion, C3H3N2O2 (charge -1), with properties calculated with the ωB97M-V functional and the def2-TZVPD basis.

Each line ends with the natural charge from an NBO analysis.
Atoms and positions in Å:
O1 0.834 -0.679 -1.331  -0.746
O2 -1.661 -0.792 1.553  -0.594
N1 -0.582 0.988 0.287  -0.418
N2 0.601 1.443 -0.472  -0.516
C1 1.206 0.488 -1.156  0.430
C2 -0.151 -1.294 1.212  -0.287
C3 -0.769 -0.209 0.707  0.512
H1 -0.210 -2.220 0.706  0.165
H2 2.164 0.792 -1.702  0.082
H3 -1.432 1.483 0.195  0.372

Forces on atoms 1 to 3 (eV/Å):
O 0.17 -0.60 -0.32
O -0.84 1.45 -1.04
N 1.03 0.19 -1.87

Its LUMO energy is 0.157 hartree. The calculation puts the gap between HOMO and LUMO at 7.51 eV. As for the net charge: -1. Its structure (SMILES) is [O-]/C=N\NC1=CO1.

---

Below is 2 unconnected molecules or ions with the total composition C3H3N2O2, with properties calculated with the ωB97M-V functional and the def2-TZVPD basis.

Each line ends with the natural charge from an NBO analysis.
Atoms and positions in Å:
O1 -0.273 0.728 0.002  -0.322
O2 -3.139 1.519 1.061  0.169
N1 -2.312 1.488 1.762  0.759
N2 -0.650 -0.542 0.429  -0.203
C1 0.936 0.637 -0.465  0.173
C2 1.367 -0.685 -0.608  -0.353
C3 0.287 -1.358 0.034  -0.003
H1 0.257 -2.438 0.033  0.252
H2 1.369 1.644 -0.829  0.238
H3 2.161 -0.991 -1.419  0.290

Forces on atoms 1 to 3 (eV/Å):
O -0.32 -0.09 1.71
O 2.96 -0.18 2.40
N -2.57 -0.25 -2.63

Its LUMO energy (alpha / beta) is -0.328 / -0.328 hartree. The calculation puts the gap between HOMO and LUMO (alpha / beta) at 4.69 / 4.69 eV. As for the net charge: +1.

---

Below is a gas-phase ion, C3H3N2O3S (charge -1), with properties calculated with the ωB97M-V functional and the def2-TZVPD basis.

Each line ends with the natural charge from an NBO analysis.
Atoms and positions in Å:
S1 -2.792 -0.050 -0.272  1.697
O1 -2.944 -1.465 -0.015  -0.981
O2 -3.725 0.733 0.534  -0.985
O3 -1.137 0.599 0.477  -0.746
N1 1.064 1.178 0.359  -0.372
N2 2.290 0.788 0.106  -0.334
C1 0.063 0.262 0.201  0.494
C2 2.142 -0.461 -0.354  -0.069
C3 0.775 -0.892 -0.293  -0.481
H1 0.872 2.057 0.811  0.384
H2 0.493 -1.867 -0.732  0.222
H3 2.899 -0.882 -0.823  0.170

Forces on atoms 1 to 3 (eV/Å):
S -1.40 0.56 -1.04
O 0.70 -0.71 0.35
O 0.66 0.15 -0.01

Its LUMO energy is 0.144 hartree. The calculation puts the gap between HOMO and LUMO at 8.05 eV. As for the net charge: -1.

---

Below is C3H3N3O in the gas phase, with properties calculated with the ωB97M-V functional and the def2-TZVPD basis.

Each line ends with the natural charge from an NBO analysis.
Atoms and positions in Å:
O1 -2.302 1.517 1.175  -0.531
N1 0.907 -1.506 -0.722  -0.369
N2 0.741 0.606 0.070  -0.159
N3 -0.506 0.295 0.247  -0.372
C1 -1.197 1.478 0.709  0.526
C2 -0.282 -1.679 -0.583  0.279
C3 1.518 -0.315 -0.399  0.047
H1 -0.888 -2.584 -0.552  0.245
H2 -0.561 2.383 0.610  0.125
H3 2.571 -0.195 -0.555  0.208

Forces on atoms 1 to 3 (eV/Å):
O 0.43 -0.43 -0.42
N -0.39 -0.09 0.01
N 0.20 -0.43 -0.19

Its LUMO energy (alpha / beta) is -0.019 / -0.019 hartree. The calculation puts the gap between HOMO and LUMO (alpha / beta) at 8.66 / 8.66 eV. As for the net charge: 0.

---

Below is C3H3N3O in the gas phase, with properties calculated with the ωB97M-V functional and the def2-TZVPD basis.

Each line ends with the natural charge from an NBO analysis.
Atoms and positions in Å:
O1 -1.346 1.682 1.483  -0.499
N1 0.051 -1.285 0.043  -0.429
N2 0.638 0.799 -0.391  -0.317
N3 1.182 0.038 -1.363  -0.255
C1 -1.241 0.511 1.200  0.389
C2 -0.232 -0.003 0.270  0.201
C3 0.874 -1.204 -1.005  0.130
H1 1.279 -2.061 -1.502  0.206
H2 0.579 1.807 -0.472  0.431
H3 -1.785 -0.284 1.736  0.142

Forces on atoms 1 to 3 (eV/Å):
O -0.16 -0.23 -0.46
N -1.68 0.84 -0.04
N -1.91 -1.06 -1.37

Its LUMO energy is -0.018 hartree. The calculation puts the gap between HOMO and LUMO at 9.80 eV. As for the net charge: 0. Its structure (SMILES) is O=Cc1ncn[nH]1.

---

Below is a molecular structure, C3H3N3O, with properties calculated with the ωB97M-V functional and the def2-TZVPD basis.

Each line ends with the natural charge from an NBO analysis.
Atoms and positions in Å:
O1 1.288 -0.658 0.748  -0.358
N1 0.779 1.364 -0.422  -0.253
N2 -0.605 1.326 0.254  -0.215
N3 0.436 -1.174 -0.220  -0.126
C1 1.560 0.430 -0.034  0.361
C2 -1.345 0.302 0.331  -0.015
C3 -0.889 -0.935 -0.296  -0.011
H1 -2.188 0.422 1.031  0.219
H2 -1.472 -1.579 -1.009  0.236
H3 2.437 0.503 -0.383  0.162

Forces on atoms 1 to 3 (eV/Å):
O -1.53 1.75 0.24
N -3.31 -0.90 1.90
N 2.95 1.52 -0.71

Its LUMO energy is -0.006 hartree. The calculation puts the gap between HOMO and LUMO at 9.62 eV. As for the net charge: 0.

---

Below is C3H3N3O in the gas phase, with properties calculated with the ωB97M-V functional and the def2-TZVPD basis.

Each line ends with the natural charge from an NBO analysis.
Atoms and positions in Å:
O1 -2.771 0.431 -0.286  -0.492
N1 -0.090 1.061 0.162  -0.163
N2 -0.532 -0.139 0.134  -0.120
N3 0.461 -1.140 -0.088  -0.230
C1 1.533 -0.413 -0.176  -0.040
C2 -1.908 -0.405 0.086  0.541
C3 1.237 0.994 -0.093  -0.117
H1 1.665 2.022 0.004  0.247
H2 -2.044 -1.532 0.503  0.157
H3 2.449 -0.880 -0.246  0.219

Forces on atoms 1 to 3 (eV/Å):
O 3.55 -3.60 1.75
N 2.10 1.53 -1.03
N 0.75 -2.11 -0.60

Its LUMO energy is -0.008 hartree. The calculation puts the gap between HOMO and LUMO at 10.27 eV. As for the net charge: 0. Its structure (SMILES) is O=Cn1nccn1.

---

Below is 2 unconnected molecules or ions with the total composition C3H3N3O, with properties calculated with the ωB97M-V functional and the def2-TZVPD basis.

Each line ends with the natural charge from an NBO analysis.
Atoms and positions in Å:
O1 0.746 1.918 -0.361  -0.533
N1 2.046 -1.659 0.478  0.008
N2 -0.098 -0.708 1.717  -0.603
N3 1.726 -1.519 -0.567  -0.024
C1 -0.699 0.049 -0.601  -0.570
C2 -0.512 -0.349 0.643  0.526
C3 -0.180 1.383 -0.932  0.410
H1 -0.752 1.899 -1.727  0.118
H2 -1.203 -0.562 -1.334  0.260
H3 -0.525 -0.516 2.612  0.408

Forces on atoms 1 to 3 (eV/Å):
O -0.45 -0.08 -0.22
N -0.14 0.05 -1.87
N -0.29 0.21 -0.35

Its LUMO energy is 0.023 hartree. The calculation puts the gap between HOMO and LUMO at 10.18 eV. As for the net charge: 0. Its structure (SMILES) is N=C=CC=O.N#N.

---

How do the records compare in relative energy (zero: lowest compared OMol25 entry of this formula, charge and spin)? In the order shown, they have 4.288 4.947 4.819 5.050 0.693 3.797 1.026 6.198 2.292 1.116 eV.